The molecule C4H7NO2 in a non-equilibrium geometry. Source: the OMol25 dataset; level of theory: ωB97M-V/def2-TZVPD.

```
14
Properties=species:S:1:pos:R:3
O 0.5695 -0.2117 2.3016
O 1.5177 -1.2015 -2.2380
N 0.5381 1.5357 0.8692
C 0.1212 0.2448 1.2893
C -0.9448 -0.3343 0.4217
C 1.0228 -0.8697 -1.1890
C -0.4168 -0.5013 -1.0573
H -0.2133 2.0233 0.3920
H -1.8396 0.2725 0.3218
H -1.2156 -1.3269 0.7725
H 1.6461 -0.9520 -0.2810
H -0.5401 0.3875 -1.6935
H 0.8742 2.1252 1.6104
H -1.1195 -1.1915 -1.5198
```

**SMILES string**: NC(=O)CCC=O
**Kohn-Sham gap**: 10.6 eV
**HOMO level**: -9.990 eV
**Total charge**: 0
**Spin multiplicity**: 1

***

The molecule C4H7NO2 in a non-equilibrium geometry. Source: the OMol25 dataset; level of theory: ωB97M-V/def2-TZVPD.

```
14
Properties=species:S:1:pos:R:3
O 1.4294 -1.4367 -1.9341
O -1.6498 0.6571 0.2547
N -0.5688 -0.0758 0.6711
C -0.9488 -1.4986 0.5873
C 1.0694 -0.6840 -1.1046
C 0.5992 0.1115 -0.1636
C 1.2174 1.5122 -0.2046
H -1.9934 -1.5186 0.8050
H -0.4665 -2.1239 1.2915
H 1.8425 1.6075 -1.0584
H -1.9665 1.2745 0.8800
H 1.7741 1.7047 0.7079
H -0.7990 -1.7831 -0.4620
H 0.4606 2.2530 -0.2703
```

**SMILES string**: CC(=C=O)N(C)O
**Kohn-Sham gap**: 9.0 eV
**HOMO level**: -8.251 eV
**Total charge**: 0
**Spin multiplicity**: 1

***

The molecule C4H7NO2. Source: the OMol25 dataset; level of theory: ωB97M-V/def2-TZVPD.

```
14
Properties=species:S:1:pos:R:3
O -0.0785 2.9576 0.5249
O -0.2905 0.7635 1.0847
N -0.4525 1.3195 -1.0902
C 0.3375 -0.2479 0.2921
C -0.4006 -0.1345 -1.0394
C 0.4946 -1.5722 0.9814
C -0.2740 1.8201 0.2054
H 1.3320 0.1782 0.0924
H 0.9607 -1.4151 1.9582
H 1.1778 -2.1719 0.3710
H 0.2094 -0.5553 -1.8456
H -1.1839 1.7875 -1.6039
H -0.4408 -2.1207 1.1145
H -1.3913 -0.6089 -1.0454
```

**SMILES string**: C[C@H]1CNC(=O)O1
**Kohn-Sham gap**: 11.1 eV
**HOMO level**: -10.228 eV
**Total charge**: 0
**Spin multiplicity**: 1

***

The molecule C4H7NO2. Source: the OMol25 dataset; level of theory: ωB97M-V/def2-TZVPD.

```
14
Properties=species:S:1:pos:R:3
O 0.1067 1.5214 -0.1878
O 1.2972 1.5610 -2.0773
N -0.8829 -0.5588 -0.0572
C -0.7913 0.6409 0.3103
C -1.9328 -1.3491 0.5557
C 2.1279 0.1535 -0.3130
C 1.1624 1.0799 -0.9932
H -1.4310 1.1418 1.0445
H 1.6046 -0.6410 0.2186
H 2.7967 -0.2677 -1.0631
H -1.4926 -2.2062 1.0754
H 2.7160 0.7329 0.4076
H -2.5476 -0.7821 1.2724
H -2.5906 -1.7453 -0.2244
```

**SMILES string**: C/N=C/OC(C)=O
**Kohn-Sham gap**: 11.3 eV
**HOMO level**: -10.365 eV
**Total charge**: 0
**Spin multiplicity**: 1

***

The molecule C4H7NO2 in a non-equilibrium geometry. Source: the OMol25 dataset; level of theory: ωB97M-V/def2-TZVPD.

```
14
Properties=species:S:1:pos:R:3
O -0.0434 0.5423 0.5987
O -0.4457 -1.5297 -0.2503
N 2.0056 0.8883 -0.5695
C -0.9731 -0.7346 0.7776
C 0.9478 -1.3560 -0.3098
C -1.4782 1.0987 -0.0871
C 1.0939 0.1427 -0.1435
H -1.8577 0.4916 -0.9066
H -0.6469 -1.1156 1.7568
H 1.8693 1.8642 -0.3083
H -1.0337 2.0335 -0.4332
H -2.2463 1.2706 0.6626
H 1.4871 -1.8937 0.4898
H 1.3212 -1.7023 -1.2772
```

**Kohn-Sham gap**: 8.0 eV
**HOMO level**: -7.434 eV
**Total charge**: 0
**Spin multiplicity**: 1

***

A cluster of 2 separate species, C4H7NO2 in total. Source: the OMol25 dataset; level of theory: ωB97M-V/def2-TZVPD.

```
14
Properties=species:S:1:pos:R:3
O -0.1767 1.3998 1.5398
O 0.7188 -1.8688 -0.6649
N -1.2500 -0.9910 0.2178
C 1.4944 0.7685 -0.0719
C -1.3322 -0.1463 -0.7362
C 0.4722 1.5138 0.3415
C -0.2441 -1.9747 0.0577
H -0.3800 -2.8356 0.7287
H 1.9369 -0.0019 0.5512
H -0.4327 0.4740 1.6800
H -0.7653 -0.2405 -1.6665
H 1.8965 0.8846 -1.0727
H -1.9989 0.7095 -0.6239
H 0.0611 2.3088 -0.2804
```

**SMILES string**: C=NC=O.C=CO
**Kohn-Sham gap**: 9.1 eV
**HOMO level**: -9.348 eV
**Total charge**: 0
**Spin multiplicity**: 1

***

A cluster of 2 separate species, C4H7NO2 in total. Source: the OMol25 dataset; level of theory: ωB97M-V/def2-TZVPD.

```
14
Properties=species:S:1:pos:R:3
O -2.5072 -0.1764 0.3969
O -0.8162 0.0382 2.6134
N 0.8543 -0.0741 -0.3645
C -0.4177 0.5277 1.3748
C 0.9659 0.2413 0.9014
C -0.4274 -0.1854 -0.8756
C -1.3051 0.0072 0.2177
H 1.3064 -0.9274 -3.5405
H 1.6103 -0.4353 -3.0773
H 1.9225 0.3896 1.3814
H -0.5935 -0.6037 -1.8552
H -1.7463 -0.2172 2.4635
H 1.6680 -0.2186 -0.9525
H -0.5139 1.6341 1.3165
```

**Kohn-Sham gap (spin up / spin down)**: 8.0 / 8.0 eV
**HOMO level (spin up / spin down)**: -7.857 / -7.856 eV
**Total charge**: 0
**Spin multiplicity**: 1

***

The molecule C4H7NO2 in a non-equilibrium geometry. Source: the OMol25 dataset; level of theory: ωB97M-V/def2-TZVPD.

```
14
Properties=species:S:1:pos:R:3
O -1.4490 2.0103 2.5849
O -0.1020 -1.7209 -2.4709
N -0.9030 0.6153 0.9333
C 0.6283 -0.0006 -0.9957
C -0.0856 -0.4590 0.3066
C -0.5899 1.3050 2.0399
C 0.8224 -1.0537 -2.0832
H -1.9083 0.6125 0.6007
H 1.7326 -1.2880 -2.5498
H 0.3420 1.1594 2.6148
H 0.5892 -0.9364 1.0772
H 1.6395 0.3187 -0.6917
H 0.0244 0.7560 -1.5199
H -0.7407 -1.3184 0.1539
```

**SMILES string**: O=CCCNC=O
**Kohn-Sham gap**: 10.4 eV
**HOMO level**: -9.787 eV
**Total charge**: 0
**Spin multiplicity**: 1